{
  "formula": "C13H23F5NOPPtTe",
  "method": "ωB97M-V/def2-TZVPD",
  "elements": ["C", "C", "C", "C", "C", "C", "C", "C", "N", "Pt", "C", "P", "H", "H", "H", "H", "H", "H", "H", "H", "C", "C", "H", "C", "C", "H", "H", "H", "H", "H", "H", "H", "H", "H", "H", "H", "H", "H", "H", "F", "Te", "F", "F", "F", "F", "O"],
  "xyz": [[-2.91301, 0.29136, -2.95302], [-2.63199, -0.87642, -2.26330], [-1.73182, -0.90824, -1.17584], [-1.14254, 0.30547, -0.77392], [-1.43154, 1.48219, -1.46395], [-2.32423, 1.48771, -2.53364], [-1.58133, -2.21498, -0.44394], [-0.20313, -2.78235, -0.04991], [0.94912, -1.92017, -0.25167], [0.18681, 0.59357, 0.85833], [-0.77058, 2.76374, -1.03492], [0.83208, 2.35879, -0.22902], [-3.07643, -1.82361, -2.55618], [-2.56644, 2.44197, -2.98546], [-3.59600, 0.28923, -3.80437], [-1.36516, 3.32169, -0.30312], [-0.56996, 3.44575, -1.86029], [-2.16828, -2.13726, 0.48290], [-2.04086, -3.00447, -1.06005], [-0.22723, -2.96687, 1.04528], [1.23469, 3.68236, 0.89773], [2.03421, 2.25945, -1.54289], [-0.00643, -3.72002, -0.60025], [1.33515, -1.68870, -1.64107], [2.08278, -2.31505, 0.58604], [1.52644, 1.06818, 2.01964], [1.65694, -2.64243, -2.09670], [0.48521, -1.27220, -2.19627], [2.16961, -0.95932, -1.64630], [2.42762, -3.31444, 0.28204], [2.89187, -1.58208, 0.47917], [1.76558, -2.31486, 1.64991], [2.14900, 3.25662, -1.98487], [2.99057, 1.91972, -1.12617], [1.68616, 1.56480, -2.31625], [1.24942, 4.63879, 0.36809], [0.50965, 3.75448, 1.71524], [2.21848, 3.50133, 1.33862], [1.88648, 0.44298, 1.65590], [-2.43501, -0.57158, 4.20589], [-0.58589, -0.90976, 3.87371], [-0.34091, -1.03216, 5.76591], [1.28136, -1.31434, 3.77339], [-0.16678, 0.94771, 4.03049], [-0.93301, -2.78625, 3.87030], [-0.74069, -0.76032, 1.99479]],
  "mol_weight_g_mol": 657.98,
  "total_energy_ha": -1867.05462,
  "relative_energy_kj_mol": 13.9,
  "s2": 2.018,
  "e_lumo_ev": [-0.288, -3.400],
  "homo_lumo_gap_ha": [0.182, 0.218],
  "multiplicity": 3
}